DFT (the ωB97M-V functional and the def2-TZVPD basis) results for a structure of composition C49H45GeN6NaO4S in a non-equilibrium geometry.

Its molar mass is 909.6 g/mol. The value obtained for the LUMO energy (spin up / spin down) is 0.0711 / 0.0708 Eh. The frontier orbital gap (spin up / spin down) comes out at 3.84 / 6.24 eV. The expectation value of S² is 0.76. The energy above the lowest of the compared OMol25 structures with the same formula, charge and spin is 1.252 eV.

Structure (ORCA input):
```
! wB97M-V def2-TZVPD RIJCOSX def2/J DEFGRID3
* xyz -1 2
Na -1.0765 -1.2326 -0.5312
C -0.8388 -4.5198 2.6658
C -0.3551 -5.0638 1.4708
C 1.0401 -5.0113 1.2084
C 1.9097 -4.4786 2.1507
C 1.4512 -4.0278 3.3911
C 0.0826 -4.0288 3.6627
H -1.9314 -4.5162 2.9598
H -1.0309 -5.5862 0.8071
H 1.3960 -5.2379 0.2229
H 2.9959 -4.4221 1.9115
H 2.1213 -3.6130 4.1491
H -0.2899 -3.5989 4.6107
C -3.1749 2.9051 -1.0356
C -2.2479 1.7147 -0.9462
N -2.6617 0.4736 -0.9810
O -4.0670 0.4336 -1.1275
C -0.8196 1.9666 -0.6520
C -0.3649 3.2773 -0.0218
N 0.0075 0.9978 -0.9413
O 1.3448 1.3542 -0.5653
H -3.7552 2.8516 -1.9248
H -2.6025 3.8374 -1.0436
H -3.8645 2.9180 -0.1880
H -4.3079 -0.4605 -0.8286
H -1.1506 3.6386 0.6701
H -0.1880 3.9730 -0.8836
H 0.5530 3.2079 0.5349
C 1.5701 3.0495 -5.9706
C 2.1444 1.7817 -5.9474
C 2.5493 1.2614 -4.7632
C 2.1976 1.8229 -3.5318
C 1.6283 3.1656 -3.5748
C 1.3468 3.7547 -4.8043
Ge 2.6999 1.0636 -1.8277
C 3.2926 -0.7943 -1.8130
C 4.3658 -1.1761 -0.9977
C 4.6152 -2.4871 -0.7235
C 3.7454 -3.4545 -1.2722
C 2.6973 -3.1301 -2.0814
C 2.4942 -1.7908 -2.4080
C 3.9977 2.1231 -0.9968
C 4.9436 2.7278 -1.8364
C 5.5228 3.8853 -1.3732
C 5.3290 4.3196 -0.0747
C 4.5255 3.6079 0.7584
C 3.8374 2.4710 0.3465
H 1.3221 3.5352 -6.9104
H 2.3217 1.2507 -6.8967
H 3.1694 0.3016 -4.8587
H 1.3402 3.6601 -2.6648
H 1.0547 4.7746 -4.7567
H 5.0075 -0.4370 -0.6095
H 5.5385 -2.7609 -0.1931
H 3.7398 -4.4940 -0.9607
H 2.1017 -3.9531 -2.5075
H 1.7530 -1.5749 -3.1640
H 5.2043 2.2922 -2.7923
H 6.1970 4.4446 -2.1166
H 5.8577 5.2446 0.2100
H 4.4960 3.9380 1.7721
H 3.0934 1.9690 1.0054
N -2.3054 -2.9216 -7.5519
C -2.3258 -3.7802 -6.4674
S -2.4550 -5.4206 -6.6157
C -2.1482 -3.2087 -5.1571
C -1.8876 -4.1016 -4.1184
C -1.4325 -3.5871 -2.9271
N -1.2486 -2.2889 -2.6776
C -1.6805 -1.4381 -3.6040
C -2.1443 -1.8483 -4.8743
H -2.3355 -3.3937 -8.4810
H -1.7180 -2.0844 -7.5707
H -1.9655 -5.1594 -4.1915
H -1.1898 -4.3852 -2.1476
H -1.7156 -0.3664 -3.3908
H -2.3853 -1.0945 -5.6167
O -2.9522 -1.8966 1.0402
C -2.4050 -1.1252 1.8625
N -2.9381 -0.5815 3.0190
C -2.0374 0.3467 3.6838
C -0.8353 0.3246 2.5886
O 0.1867 0.9803 2.7403
N -1.1465 -0.5913 1.6826
C -1.5859 -0.0437 5.1011
C -0.2864 0.1592 5.5300
C 0.0664 -0.2292 6.7982
C -0.8767 -0.8466 7.6642
C -2.1603 -1.0520 7.1975
C -2.4935 -0.5760 5.9537
C -2.5621 1.7758 3.8611
C -1.9476 2.9246 3.3258
C -2.5322 4.1757 3.4593
C -3.7741 4.3506 4.0349
C -4.4564 3.2004 4.4933
C -3.8600 1.9651 4.3198
H -3.8917 -0.7133 3.3040
H 0.4790 0.4424 4.7860
H 1.0718 -0.0810 7.1255
H -0.5312 -1.1388 8.6513
H -2.8300 -1.6186 7.8013
H -3.5412 -0.6442 5.5268
H -0.9673 2.7668 2.8183
H -1.9773 5.0574 3.0872
H -4.2232 5.3403 4.0039
H -5.4597 3.1679 4.9305
H -4.4694 1.0951 4.5916
*
```